(1)
89
Properties=species:S:1:pos:R:3 method="wB97M-V/def2-TZVPD" homo_ha="-0.1650 / -0.2838" spin_multiplicity=7 de_lowest_kcal_mol=137.4 total_energy_ha=-8049.4692 largest_force_ev_per_a=4.33
Eu 1.412 0.015 1.196
Cl 0.715 -3.851 7.830
C 0.467 -2.945 6.430
C 1.526 -2.107 6.058
Cl 2.812 -1.754 7.127
C 1.554 -1.579 4.783
Cl 2.716 -0.452 4.297
C 0.487 -1.898 3.884
O 0.597 -1.586 2.652
C -0.693 -2.570 4.398
Cl -2.016 -2.687 3.295
C -0.671 -3.159 5.636
Cl -1.942 -4.256 6.069
C -2.315 -2.249 -3.525
As -2.074 -0.579 -2.507
C -2.914 -1.065 -0.811
C -3.695 0.472 -3.295
C -4.034 0.354 -4.727
C -5.232 -0.361 -5.034
C -5.700 -0.382 -6.344
C -5.051 0.330 -7.348
C -3.880 1.039 -7.068
C -3.346 0.998 -5.785
H -3.372 -2.522 -3.687
H -1.765 -3.023 -3.034
H -1.878 -2.129 -4.547
H -3.514 -1.969 -1.019
H -3.576 -0.306 -0.351
H -2.174 -1.289 0.008
H -3.464 1.511 -2.998
H -4.546 0.126 -2.722
H -5.714 -0.937 -4.254
H -6.582 -0.981 -6.574
H -5.468 0.350 -8.331
H -3.382 1.583 -7.887
H -2.340 1.481 -5.602
C 2.316 2.805 -1.971
C 3.201 2.217 -0.791
O 2.449 1.330 -0.025
C 4.394 1.320 -1.375
F 4.977 0.533 -0.419
F 3.891 0.489 -2.318
F 5.378 2.085 -1.909
C 3.667 3.351 0.233
F 4.294 2.871 1.342
F 2.541 3.950 0.721
F 4.515 4.324 -0.298
H 2.033 1.942 -2.625
H 2.914 3.535 -2.568
H 1.415 3.322 -1.571
O 3.007 -1.672 0.777
C 2.187 -2.298 -0.039
O 1.091 -1.740 -0.496
C 2.549 -3.710 -0.364
C 3.046 -4.514 0.733
C 3.496 -5.834 0.508
C 3.547 -6.354 -0.797
O 4.217 -7.443 -1.254
C 4.452 -7.183 -2.732
O 3.587 -6.077 -3.036
C 3.176 -5.486 -1.840
C 2.549 -4.229 -1.669
H 3.168 -4.067 1.744
H 3.987 -6.388 1.335
H 4.083 -8.070 -3.249
H 5.491 -6.922 -2.910
H 2.181 -3.639 -2.529
C -0.581 6.514 0.779
C -0.304 5.420 1.762
C -0.696 4.032 1.249
S -0.285 2.763 2.463
O -0.343 1.449 1.646
C -1.872 2.639 3.325
C -1.707 2.487 4.814
C -1.814 3.806 5.640
H -0.262 7.505 1.176
H -1.654 6.620 0.538
H -0.071 6.404 -0.181
H -0.690 5.605 2.744
H 0.761 5.315 1.944
H -0.130 3.771 0.374
H -1.749 3.926 1.083
H -2.349 1.770 2.937
H -2.415 3.572 3.131
H -0.724 2.059 5.056
H -2.443 1.765 5.182
H -1.256 4.631 5.156
H -1.322 3.671 6.607
H -2.841 4.204 5.755

---

(2)
44
Properties=species:S:1:pos:R:3 method="wB97M-V/def2-TZVPD" total_charge=+1 homo_ha="-0.3822 / -0.3811" spin_multiplicity=3 de_lowest_kcal_mol=131.4 total_energy_ha=-1423.5383 largest_force_ev_per_a=2.35
C 1.161 -0.502 -5.346
C -0.084 -1.163 -5.169
C 0.109 -2.260 -4.276
C 1.484 -2.296 -3.884
C 2.154 -1.210 -4.504
W -0.278 1.376 -0.866
P 0.694 3.387 -1.415
H 1.359 0.357 -5.981
H -1.012 -0.926 -5.686
H -0.672 -2.920 -3.893
H 3.199 -0.928 -4.384
H 1.941 -3.032 -3.226
H -0.223 4.511 -1.542
H 1.307 3.472 -2.726
H 1.743 4.025 -0.641
C 1.098 -2.176 1.021
N 0.757 -0.744 1.131
C 1.360 0.040 -0.034
P -0.900 -0.461 1.388
O -1.872 -0.984 0.391
N -1.334 -0.863 2.915
C -2.680 -1.383 3.171
C -0.489 -0.663 4.087
N -0.624 1.319 1.286
C -1.825 2.142 0.915
C 0.272 1.924 2.283
H 2.185 -2.281 1.124
H 0.787 -2.589 0.048
H 0.613 -2.735 1.829
H 0.948 -0.289 -1.061
H 1.278 1.176 0.159
H 2.433 -0.172 -0.095
H -2.974 -2.096 2.389
H -2.678 -1.897 4.139
H -3.425 -0.571 3.203
H -0.799 -1.389 4.849
H 0.569 -0.829 3.848
H -0.614 0.348 4.502
H -2.716 1.745 1.433
H -1.685 3.189 1.215
H -2.051 2.088 -0.196
H -0.258 2.010 3.244
H 1.180 1.320 2.403
H 0.564 2.931 1.951

---

(3)
14
Properties=species:S:1:pos:R:3 method="wB97M-V/def2-TZVPD" total_charge=+2 homo_ha="-0.7065 / -0.7058" spin_multiplicity=2 de_lowest_kcal_mol=0.0 total_energy_ha=-702.7359 largest_force_ev_per_a=5.82
O 1.369 -0.226 -2.093
C 2.396 -0.226 -1.488
O 1.601 0.453 0.587
H -2.316 1.325 0.954
Tl 3.630 -0.084 1.272
O 3.343 -0.574 -0.874
O -0.434 1.257 0.106
C -1.796 0.785 0.158
C -1.639 -0.710 0.438
O -0.207 -0.889 0.474
C 0.396 0.248 0.215
H -2.259 0.998 -0.810
H -2.048 -1.348 -0.350
H -2.036 -1.009 1.413

---

(4)
88
Properties=species:S:1:pos:R:3 method="wB97M-V/def2-TZVPD" homo_ha=-0.3330 smiles="CB(O)[C@@]1(Cl)OC(=O)O[C@]1(CCCS)B(C)O.O=C1C=C(O)C(=O)C=C1O.O=C1C=C(O)C(=O)C=C1O.O=C1C=C(O)C(=O)C=C1O.O=C1C=C(O)C(=O)C=C1O" spin_multiplicity=1 total_energy_ha=-3726.2310 largest_force_ev_per_a=0.94
C 2.503 0.505 0.933
B 2.334 -0.912 0.294
O 3.407 -1.575 -0.217
C 0.898 -1.588 0.147
Cl 0.385 -0.739 -1.391
O 0.899 -2.971 -0.168
C -0.411 -3.370 -0.115
O -0.841 -4.309 -0.692
O -1.095 -2.558 0.704
C -0.173 -1.554 1.235
C 0.372 -1.967 2.619
C 1.510 -2.997 2.761
C 1.119 -4.409 3.231
S -0.448 -5.106 2.642
B -1.069 -0.212 1.470
C -2.137 -0.182 2.613
O -0.909 0.908 0.689
H 2.005 0.595 1.903
H 3.555 0.741 1.075
H 2.099 1.279 0.274
H 3.332 -2.534 -0.153
H 0.683 -1.042 3.115
H -0.493 -2.331 3.176
H 2.102 -3.081 1.852
H 2.192 -2.616 3.526
H 1.074 -4.447 4.318
H 1.909 -5.100 2.942
H 0.010 -5.722 1.547
H -1.700 -0.420 3.585
H -2.555 0.822 2.662
H -2.956 -0.886 2.432
H -0.067 1.367 0.762
C -4.067 -9.429 -1.397
C -3.348 -8.976 -0.360
C -2.729 -7.592 -0.343
O -2.109 -7.298 0.665
C -2.903 -6.734 -1.493
C -3.618 -7.191 -2.531
C -4.254 -8.565 -2.541
O -4.895 -8.863 -3.534
O -3.842 -6.498 -3.638
O -3.109 -9.674 0.739
H -4.513 -10.413 -1.415
H -2.442 -5.756 -1.473
H -4.390 -7.074 -4.208
H -2.571 -9.088 1.311
C 4.195 6.462 3.100
C 4.135 5.123 3.094
C 3.815 4.332 1.843
O 3.799 3.117 1.955
C 3.545 5.042 0.615
C 3.603 6.382 0.620
C 3.942 7.176 1.867
O 3.978 8.386 1.745
O 3.375 7.135 -0.442
O 4.348 4.367 4.160
H 4.425 7.035 3.988
H 3.306 4.468 -0.269
H 3.491 8.062 -0.147
H 4.248 3.442 3.857
C 2.330 2.271 -6.587
C 2.494 2.602 -5.299
C 2.255 1.618 -4.170
O 2.456 2.034 -3.040
C 1.812 0.282 -4.493
C 1.643 -0.049 -5.782
C 1.904 0.928 -6.912
O 1.732 0.509 -8.043
O 1.240 -1.239 -6.193
O 2.879 3.799 -4.886
H 2.501 2.966 -7.397
H 1.633 -0.409 -3.683
H 1.211 -1.192 -7.170
H 2.913 3.744 -3.909
C -4.517 6.209 2.066
C -3.872 6.313 0.895
C -3.031 5.187 0.326
O -2.504 5.397 -0.751
C -2.903 3.960 1.082
C -3.547 3.862 2.254
C -4.403 4.977 2.815
O -4.947 4.758 3.883
O -3.496 2.788 3.028
O -3.903 7.390 0.127
H -5.120 7.007 2.476
H -2.299 3.158 0.679
H -4.058 2.980 3.805
H -3.354 7.178 -0.655